Density functional theory data (ωB97M-V/def2-TZVPD) for a molecular structure, C47H55N4O9Tl in a non-equilibrium geometry.

Cartesian coordinates (Å):
Tl: 0.290 0.118 0.001
O: 2.671 -0.448 -2.730
O: -2.200 -1.225 0.162
O: -2.156 -0.817 3.206
O: 3.230 -6.265 -0.122
O: 1.877 -2.451 0.394
O: -3.261 1.087 -3.154
O: 1.824 -1.071 -2.223
O: 3.574 -3.877 0.269
O: -0.654 4.529 2.246
N: -1.616 2.216 -0.179
N: -1.061 0.817 -2.494
N: 0.234 2.424 1.851
N: 0.609 -1.046 2.857
C: 0.261 2.199 4.785
C: 0.319 -0.409 -6.260
C: 3.781 3.158 2.500
C: -0.925 -3.291 -3.303
C: -3.813 2.667 -0.977
C: 2.722 2.673 4.589
C: -0.610 0.359 -3.729
C: -0.350 3.498 5.331
C: 2.664 -1.838 3.777
C: 2.091 2.851 -4.007
C: -3.250 -1.669 -0.252
C: -0.039 -2.013 3.499
C: -0.327 -6.931 -0.241
C: 2.285 -3.594 0.240
C: 1.407 2.668 2.561
C: 1.995 -2.873 4.408
C: -0.878 -0.936 -4.222
C: -0.672 3.370 1.760
C: -3.388 -3.148 -0.527
C: 3.867 2.992 3.874
C: 0.620 -2.965 4.269
C: 2.390 4.734 0.062
C: 0.008 -4.578 0.055
C: -3.033 3.717 1.018
C: 0.539 1.232 5.939
C: 2.572 2.993 1.835
C: 2.472 3.229 0.339
C: 1.930 -0.965 2.994
C: 1.494 2.504 3.961
C: -0.861 -5.646 -0.082
C: -4.457 -0.809 -0.488
C: -2.575 2.043 -1.091
C: 3.612 2.580 -0.450
C: -0.202 3.705 -4.640
C: 1.389 -4.763 0.043
C: 0.203 1.233 -4.490
C: 1.033 -7.143 -0.258
C: -4.051 3.498 0.107
C: -1.828 3.047 0.839
C: -1.539 -2.079 3.317
C: 1.954 -6.068 -0.114
C: -1.646 -1.939 -3.382
C: -2.300 1.229 -2.354
C: 0.641 0.839 -5.748
C: -0.422 -1.289 -5.487
C: 0.581 2.595 -3.936
C: -3.077 -2.101 -3.904
H: -4.545 2.481 -1.750
H: -1.002 -7.774 -0.355
H: -4.379 -0.389 -1.500
H: -0.592 4.177 4.513
H: 2.419 -0.165 2.450
H: 0.656 -0.698 -7.250
H: 3.699 1.517 -0.207
H: -3.126 4.402 1.849
H: 3.639 -4.916 0.118
H: -3.652 -2.787 -3.273
H: 4.573 3.059 -0.243
H: 1.445 -8.139 -0.374
H: -3.572 -1.128 -3.919
H: -1.261 3.286 5.902
H: 4.816 3.114 4.385
H: 0.019 4.679 -4.191
H: 0.056 3.747 -5.703
H: 3.739 -1.740 3.849
H: -2.473 -3.529 -0.978
H: -4.461 0.028 0.208
H: 1.535 2.783 0.007
H: -1.739 -2.708 2.437
H: -0.647 -2.276 -5.880
H: -0.361 -3.564 0.183
H: 2.638 1.987 -3.625
H: 2.789 2.555 5.666
H: -1.988 -2.561 4.187
H: -1.694 -1.525 -2.372
H: -1.402 -3.946 -2.570
H: 1.194 0.416 5.626
H: 0.058 -3.754 4.757
H: 2.356 3.722 -3.400
H: 2.534 -3.598 5.005
H: 3.419 2.662 -1.524
H: 2.424 3.039 -5.033
H: 3.301 5.233 0.409
H: -1.934 -5.504 -0.058
H: -5.380 -1.383 -0.413
H: 0.113 -3.155 -2.998
H: -5.011 3.992 0.217
H: -0.400 0.797 6.293
H: -0.467 1.731 4.123
H: 0.289 2.597 -2.887
H: -1.275 3.522 -4.554
H: -0.936 -3.806 -4.268
H: -3.065 -2.504 -4.923
H: -1.646 -0.289 2.578
H: 1.010 1.745 6.785
H: -3.517 -3.652 0.437
H: 2.272 4.930 -1.010
H: -4.246 -3.373 -1.158
H: 1.252 1.518 -6.338
H: 1.538 5.165 0.593
H: 0.368 3.996 5.994
H: 4.672 3.423 1.939

Output
2S+1 = 1
gap between HOMO and LUMO (spin up / spin down) = 6.870 / 6.760 eV
total charge = -2
energy above the lowest of the compared OMol25 structures with the same formula, charge and spin = 2.6 kJ/mol
E_LUMO (spin up / spin down) = 3.996 / 3.888 eV

Atom charges from the Löwdin analysis, given in e for atoms 1 to 6: 0.9600, 0.0145, -0.0545, -0.0638, -0.0874, -0.0622



Density functional theory data (ωB97M-V/def2-TZVPD) for a molecular structure, C47H56AsCsF5GeN4O3S3Sb in a non-equilibrium geometry.

Cartesian coordinates (Å):
Cs: -0.179 0.343 0.107
Sb: 0.032 0.775 4.115
As: 1.968 -4.001 -0.674
Ge: -0.495 -0.353 -3.485
S: -0.316 3.618 0.947
S: -3.558 -1.915 -0.779
S: 5.400 2.166 1.472
F: -3.913 0.025 3.929
F: -7.512 -2.577 2.391
F: -6.375 -1.095 4.365
F: -6.266 -2.946 0.060
F: -2.647 -0.312 1.642
O: 2.714 -0.563 -1.686
O: -2.212 2.131 -1.172
O: -1.072 2.498 1.594
N: 1.125 2.972 0.575
N: 3.154 1.042 0.867
N: -0.052 -2.665 1.898
N: -1.274 -4.925 3.088
C: -0.183 -4.475 -6.002
C: 3.380 -1.119 1.995
C: 1.732 4.945 -0.761
C: 5.420 -1.491 3.239
C: -4.222 1.725 -5.760
C: 1.800 1.974 3.944
C: 3.224 2.328 -5.024
C: 0.069 -4.466 3.583
C: 2.716 5.687 -1.380
C: -1.300 -3.179 1.388
C: 3.272 -3.663 -2.082
C: -4.402 -1.627 0.692
C: -3.877 -0.858 1.744
C: -2.927 2.084 -6.115
C: 4.170 -1.926 2.789
C: 1.041 0.710 -4.248
C: -1.838 1.499 -5.479
C: 2.025 3.739 -0.082
C: 0.641 0.054 6.073
C: -4.415 0.785 -4.757
C: -1.234 2.333 4.857
C: 2.488 2.651 -3.892
C: 2.871 1.213 -5.775
C: -1.372 -3.755 -6.018
C: 1.793 0.421 -5.389
C: -6.316 -2.006 2.179
C: -5.664 -2.182 0.975
C: 3.400 3.314 -0.075
C: -5.744 -1.258 3.190
C: 2.572 -5.827 -0.208
C: 0.790 -2.756 -4.629
C: 0.904 -3.965 -5.304
C: -0.391 -2.003 -4.638
C: -2.003 0.542 -4.473
C: -3.318 0.212 -4.120
C: 3.818 2.136 0.655
C: -1.468 -2.539 -5.349
C: 0.197 -2.970 3.276
C: 3.846 0.150 1.642
C: 4.044 5.270 -1.364
C: 1.416 1.847 -3.517
C: 5.901 -0.242 2.885
C: -4.510 -0.684 2.962
C: 5.110 0.572 2.086
C: 4.368 4.093 -0.715
C: 0.399 -4.507 -1.731
C: -1.433 -4.677 1.609
H: 1.889 2.586 4.843
H: -1.451 -2.924 0.339
H: 2.478 0.039 -2.410
H: -2.765 2.822 -6.893
H: 0.852 2.116 -2.625
H: -2.690 1.617 -1.838
H: 0.875 0.887 6.738
H: 3.057 -2.694 -2.520
H: 1.528 -0.441 -5.992
H: -2.128 -2.682 1.910
H: 4.813 5.841 -1.867
H: -1.543 2.930 4.001
H: -2.230 -4.140 -6.558
H: 1.844 -6.286 0.467
H: 0.726 -2.858 1.273
H: 2.662 1.311 3.869
H: -2.593 1.876 -0.323
H: 1.844 -4.509 -5.284
H: -0.835 1.791 -5.774
H: -2.410 -5.050 1.299
H: -1.417 -5.910 3.299
H: 3.436 0.960 -6.665
H: 3.832 -2.920 3.064
H: 2.435 6.595 -1.900
H: 2.670 -6.463 -1.089
H: 3.244 -4.453 -2.833
H: -0.106 -5.418 -6.530
H: 2.417 -1.438 1.618
H: 1.646 -2.378 -4.078
H: 4.067 2.941 -5.321
H: -0.516 -2.420 3.905
H: -5.418 0.498 -4.461
H: 6.021 -2.140 3.862
H: 4.262 -3.618 -1.627
H: 2.748 3.518 -3.295
H: -2.001 -4.394 3.574
H: -2.406 -1.995 -5.384
H: -2.117 1.902 5.329
H: -5.071 2.179 -6.257
H: 0.674 -5.119 -2.591
H: -0.141 -0.552 6.534
H: 5.397 3.752 -0.724
H: 0.135 -4.679 4.650
H: -0.698 2.948 5.580
H: 1.189 -2.622 3.569
H: 6.873 0.092 3.227
H: 0.817 -5.048 3.043
H: 2.882 0.036 -0.943
H: 1.538 -0.560 5.959
H: 0.703 5.274 -0.826
H: -0.106 -3.610 -2.093
H: 1.743 2.598 3.054
H: -0.642 -5.239 1.112
H: -0.292 -5.072 -1.104
H: 3.532 -5.785 0.307
H: -3.494 -0.506 -3.323

Output
2S+1 = 2
gap between HOMO and LUMO = 3.792 eV
total charge = -1
energy above the lowest of the compared OMol25 structures with the same formula, charge and spin = 0.0 kJ/mol
E_LUMO = 0.420 eV

Atom charges from the Löwdin analysis, given in e for atoms 1 to 6: 0.8078, 1.2712, 1.1015, 0.9043, 0.8049, 0.5685



Density functional theory data (ωB97M-V/def2-TZVPD) for a molecular structure, C47H56Br3HfN7O12 in a non-equilibrium geometry.

Cartesian coordinates (Å):
Hf: 2.774 2.329 -0.930
Br: -3.309 -2.008 5.404
Br: -3.532 -0.336 2.704
Br: -2.240 1.085 5.458
O: 1.961 1.066 -3.161
O: -6.217 -0.424 -4.505
O: 3.955 -0.288 1.879
O: 1.979 1.753 -5.236
O: 0.376 3.038 -2.299
O: -0.520 4.699 -3.169
O: -1.921 -4.410 1.471
O: 1.343 0.510 -0.343
O: 1.934 4.316 0.340
O: -2.821 -6.299 1.064
O: 3.118 1.641 1.539
O: -4.156 -0.260 -5.206
N: -0.681 3.605 -2.600
N: 3.597 -4.911 1.468
N: -5.048 -0.808 -4.675
N: 3.367 0.693 2.328
N: 1.286 4.815 1.563
N: -2.013 -5.456 0.798
N: 2.147 0.860 -4.402
C: -0.147 4.542 1.655
C: -2.402 -0.591 4.321
C: -5.725 -3.148 -3.956
C: 3.508 -6.208 1.155
C: 1.642 0.889 6.274
C: -2.035 3.016 -2.227
C: -3.967 -4.498 -2.929
C: 1.683 -5.675 2.348
C: -3.376 1.535 -0.894
C: -3.015 -3.448 -3.087
C: 0.636 -6.526 -2.314
C: -1.399 -6.813 -1.168
C: 2.940 -2.980 -5.820
C: -4.719 -2.073 -4.049
C: 2.934 -0.663 -6.166
C: 0.122 -5.145 -0.521
C: 0.812 -0.641 0.264
C: -4.459 1.874 -1.606
C: -0.122 6.157 3.720
C: 2.880 0.829 3.735
C: 2.347 -6.746 1.771
C: 2.552 -2.818 -4.485
C: 1.759 2.019 5.479
C: 1.852 6.130 1.998
C: -0.391 3.067 1.536
C: 2.455 -0.465 -4.819
C: -0.513 4.812 3.095
C: -1.060 5.400 0.624
C: -1.098 -5.772 -0.340
C: 2.279 -0.257 5.795
C: -3.143 3.259 -3.016
C: -4.332 2.635 -2.745
C: 2.426 -4.517 2.194
C: 1.377 7.396 1.204
C: 2.267 -1.560 -4.037
C: 3.022 -1.895 -6.674
C: -0.519 -7.241 -2.090
C: -2.143 2.076 -1.158
C: -0.382 -1.272 -0.608
C: 1.000 -5.510 -1.464
C: 0.365 -0.640 1.677
C: 2.976 -0.300 4.566
C: 3.426 6.051 2.061
C: -3.430 -2.251 -3.508
C: 1.471 6.374 3.487
C: -5.310 -4.282 -3.332
C: 2.345 2.028 4.254
H: 2.138 -1.539 -2.965
H: -1.980 -3.636 -2.838
H: 2.237 2.878 3.596
H: 1.056 0.795 7.176
H: -0.155 -1.585 1.838
H: -6.780 -3.125 -4.184
H: 1.838 -7.683 1.594
H: 0.072 2.539 2.371
H: -3.448 0.798 -0.108
H: -0.461 6.341 4.740
H: -1.320 1.625 -0.625
H: 2.194 -1.120 6.439
H: -1.078 6.471 0.826
H: -0.013 2.643 0.606
H: -2.107 5.165 0.811
H: 0.432 -4.460 0.255
H: -0.711 6.863 3.135
H: -1.376 2.627 1.693
H: 1.136 -0.590 2.445
H: -6.102 -4.987 -3.127
H: 3.103 -3.987 -6.175
H: -3.105 4.057 -3.743
H: 4.294 -4.238 1.184
H: 4.227 -6.719 0.532
H: 0.736 -5.734 2.865
H: 2.023 5.892 4.294
H: 0.456 7.908 1.482
H: -0.424 0.100 1.809
H: -1.380 -0.685 3.951
H: -1.138 -0.494 -0.507
H: 2.844 0.192 -6.819
H: -0.219 -1.613 -1.631
H: 2.198 -3.466 2.294
H: 3.132 -2.020 -7.741
H: -5.295 1.195 -1.531
H: -0.216 4.081 3.847
H: 1.254 7.097 0.163
H: -1.600 4.743 3.143
H: 1.318 -6.722 -3.128
H: -2.725 -1.462 -3.726
H: 2.043 8.258 1.150
H: -0.876 -8.142 -2.566
H: 3.683 5.310 2.818
H: 3.451 -1.153 4.105
H: 1.607 -1.388 0.275
H: -0.816 -2.085 -0.026
H: 3.916 5.996 1.089
H: 3.731 6.947 2.602
H: -5.117 2.610 -3.485
H: 2.503 -3.633 -3.779
H: 1.669 7.407 3.774
H: 1.880 -4.892 -1.567
H: -0.959 5.162 -0.435
H: -3.570 -5.441 -2.585
H: 1.338 2.939 5.859
H: -2.304 -7.403 -1.160

Output
2S+1 = 1
gap between HOMO and LUMO = 2.824 eV
total charge = +2
energy above the lowest of the compared OMol25 structures with the same formula, charge and spin = 257.3 kJ/mol
E_LUMO = -8.887 eV

Atom charges from the Löwdin analysis, given in e for atoms 1 to 6: 2.1419, 0.5601, 0.5329, 0.4889, -0.1256, 0.0680



Density functional theory data (ωB97M-V/def2-TZVPD) for a molecular structure, C47H57I2KN8O3S.

Cartesian coordinates (Å):
I: 3.891 1.475 -2.581
I: 5.512 0.667 -4.512
K: 0.087 -0.533 0.377
S: 2.861 -1.859 1.231
O: -2.004 2.651 2.981
O: -0.009 -2.744 1.224
O: -2.319 0.687 -3.665
N: -0.305 0.667 -2.543
N: -0.602 0.904 2.406
N: -2.318 -2.223 -1.723
N: 3.150 -1.854 3.866
N: -2.677 -5.687 -0.702
N: -3.530 -4.591 -2.565
N: -1.722 1.168 -0.178
N: 1.235 -2.855 3.199
C: -1.294 -1.541 5.814
C: -2.362 1.572 0.914
C: 3.069 1.964 1.519
C: -1.414 -0.308 4.919
C: 1.410 1.794 3.415
C: 5.617 -1.805 3.518
C: 0.188 -3.070 2.405
C: 0.203 1.070 3.528
C: 0.401 0.766 -3.734
C: -2.243 -3.528 2.693
C: 0.769 0.566 5.822
C: 0.402 2.012 -4.420
C: 1.898 1.146 -6.109
C: -3.707 1.939 0.884
C: 1.761 2.488 2.112
C: -0.361 3.208 -3.879
C: -3.313 -4.190 3.276
C: 2.269 1.877 4.501
C: 2.827 -2.313 5.211
C: -1.491 3.622 -4.823
C: 1.940 -0.052 -5.421
C: -0.722 -4.763 4.078
C: -0.940 -3.806 3.092
C: 2.345 -2.205 2.811
C: 0.443 -2.652 -4.213
C: 3.191 -3.780 5.437
C: -3.715 1.419 -1.444
C: 1.223 -0.266 -4.246
C: 0.582 4.379 -3.590
C: -0.113 0.445 4.758
C: 1.957 1.272 5.705
C: -2.363 1.098 -1.341
C: -4.393 1.839 -0.314
C: -2.197 -3.335 -1.032
C: 4.326 -1.014 3.711
C: 1.422 -1.638 -3.618
C: 1.133 2.175 -5.586
C: -1.788 -5.440 4.646
C: -3.010 -2.282 -2.867
C: -2.504 0.638 5.439
C: 1.347 -1.655 -2.099
C: -3.088 -5.154 4.248
C: -1.603 1.738 2.222
C: -3.601 -3.457 -3.278
C: 1.802 4.007 2.295
C: -1.619 0.767 -2.625
C: -2.821 -4.531 -1.445
H: 4.164 -0.370 2.851
H: 5.845 -2.417 4.394
H: 2.592 4.298 2.994
H: -4.326 -3.947 2.973
H: 4.392 -0.379 4.598
H: 2.563 -0.860 -5.794
H: -1.589 -3.311 -0.128
H: 3.925 2.240 2.143
H: 2.942 -4.081 6.459
H: 0.305 -1.601 -1.810
H: 2.438 -1.941 -3.903
H: 2.635 -4.405 4.741
H: -5.443 2.104 -0.370
H: -1.609 -6.190 5.408
H: 3.052 0.875 1.432
H: 2.638 1.343 6.546
H: -0.499 -2.203 5.463
H: 1.996 4.502 1.340
H: -3.465 0.116 5.500
H: -1.091 -1.266 6.853
H: -4.162 -3.503 -4.205
H: 0.963 2.267 1.405
H: -2.246 0.992 6.442
H: 3.234 2.393 0.525
H: -2.152 2.772 -4.993
H: -1.707 -0.643 3.920
H: 0.558 -2.725 -5.297
H: 2.472 1.284 -7.019
H: -2.409 -2.770 1.938
H: -0.581 -2.341 -4.003
H: 1.114 3.134 -6.094
H: -3.924 -5.674 4.701
H: 6.457 -1.127 3.349
H: -3.072 -1.360 -3.437
H: 3.200 2.429 4.404
H: 5.513 -2.452 2.648
H: 3.376 -1.681 5.912
H: -4.164 2.305 1.792
H: 1.060 4.742 -4.504
H: 0.030 5.212 -3.145
H: 1.866 -0.789 -1.688
H: 0.296 -4.953 4.397
H: 1.764 -2.160 5.396
H: -2.451 -5.544 0.270
H: -1.093 3.965 -5.782
H: -2.603 1.500 4.779
H: -0.808 2.919 -2.929
H: 1.368 4.079 -2.895
H: 0.531 0.089 6.767
H: 0.848 4.364 2.685
H: -2.073 4.441 -4.386
H: -3.393 -6.375 -0.869
H: -4.184 1.345 -2.414
H: 4.257 -3.951 5.277
H: -2.231 -2.104 5.801
H: 0.599 -3.642 -3.774
H: 1.787 -2.559 -1.675

Output
2S+1 = 1
gap between HOMO and LUMO = 5.025 eV
total charge = -2
energy above the lowest of the compared OMol25 structures with the same formula, charge and spin = 20.7 kJ/mol
E_LUMO = 2.416 eV

Atom charges from the Löwdin analysis, given in e for atoms 1 to 6: 0.2273, 0.0378, 0.6789, 0.6546, -0.0400, -0.1821



The highest total charge belongs to which entry?
C47H56Br3HfN7O12



What is the 2S+1 in the fourth record?
1



Which value of 2S+1 does entry 1 give?
1